280
Properties=species:S:1:pos:R:3 method="wB97M-V/def2-TZVPD" max_force_ev_per_a=3.1 total_energy_ev=-126364.79290 multiplicity=1 mol_weight_g_mol=1434.26 e_homo_ev=-8.4679 homo_lumo_gap_ha=0.316
C -8.74 0.95 -5.41
C -7.37 0.66 -4.77
C -6.40 0.14 -5.84
O -6.68 -1.17 -6.39
C -5.84 -1.44 -7.49
N -6.73 1.81 -4.23
H -8.86 0.12 -6.12
H -8.63 1.86 -5.99
H -9.58 0.91 -4.75
H -7.41 -0.17 -4.07
H -5.41 0.16 -5.34
H -6.46 0.88 -6.62
H -4.79 -1.36 -7.24
H -6.03 -0.63 -8.25
H -6.06 -2.44 -7.87
H -6.88 2.66 -4.79
H -7.18 2.00 -3.34
C -7.12 -3.38 -3.22
C -5.67 -2.92 -3.38
C -4.84 -3.16 -2.19
O -5.16 -2.28 -1.13
C -4.37 -2.62 -0.04
N -5.06 -3.66 -4.50
H -7.67 -2.61 -2.68
H -7.14 -4.39 -2.79
H -7.47 -3.36 -4.31
H -5.64 -1.78 -3.62
H -3.77 -3.06 -2.45
H -5.03 -4.17 -1.82
H -4.83 -2.24 0.85
H -3.37 -2.13 -0.10
H -4.31 -3.73 0.02
H -4.04 -3.72 -4.42
H -5.34 -3.30 -5.39
C 0.75 -1.07 -4.40
C 2.10 -1.80 -4.23
C 3.18 -0.76 -4.34
O 4.50 -1.30 -4.10
C 5.47 -0.32 -4.28
N 2.19 -2.47 -2.90
H -0.01 -1.76 -3.93
H 0.39 -0.82 -5.38
H 0.75 -0.15 -3.79
H 2.27 -2.56 -5.01
H 2.97 0.03 -3.63
H 3.11 -0.40 -5.37
H 6.53 -0.77 -4.20
H 5.33 0.48 -3.52
H 5.48 0.23 -5.24
H 2.10 -1.73 -2.23
H 3.15 -2.78 -2.72
C -2.73 3.97 -4.90
C -3.60 2.87 -4.17
C -2.75 1.93 -3.37
O -1.93 1.07 -4.19
C -2.69 0.14 -4.89
N -4.51 3.56 -3.27
H -1.90 3.49 -5.48
H -2.38 4.71 -4.17
H -3.35 4.46 -5.71
H -4.13 2.33 -4.98
H -3.29 1.32 -2.69
H -1.98 2.55 -2.83
H -3.25 0.61 -5.71
H -3.40 -0.48 -4.31
H -2.01 -0.59 -5.32
H -5.18 2.90 -2.84
H -5.14 4.25 -3.76
C 6.89 -2.28 2.65
C 7.71 -1.93 1.41
C 7.04 -0.89 0.56
O 5.78 -1.32 0.17
C 5.14 -0.42 -0.69
N 9.08 -1.44 1.76
H 7.02 -1.53 3.44
H 7.36 -3.25 3.07
H 5.85 -2.37 2.49
H 7.69 -2.82 0.72
H 7.71 -0.73 -0.32
H 7.06 0.10 1.06
H 5.60 -0.43 -1.68
H 5.13 0.65 -0.36
H 4.09 -0.80 -0.88
H 9.56 -2.13 2.32
H 9.65 -1.48 0.94
C 4.81 5.34 2.36
C 3.82 4.22 2.17
C 2.35 4.62 1.88
O 1.98 5.44 3.01
C 0.65 5.86 2.99
N 4.30 3.28 1.20
H 4.28 6.17 2.85
H 5.17 5.74 1.41
H 5.76 5.17 2.91
H 3.77 3.77 3.20
H 1.64 3.73 1.95
H 2.34 5.02 0.85
H 0.39 6.59 2.22
H 0.42 6.36 3.92
H -0.10 5.08 3.01
H 5.28 2.99 1.39
H 3.78 2.41 1.17
C 7.96 2.90 -2.92
C 7.19 2.74 -1.67
C 8.29 2.77 -0.54
O 7.58 2.62 0.68
C 8.39 2.44 1.83
N 6.27 3.78 -1.48
H 7.30 3.01 -3.81
H 8.57 2.00 -3.17
H 8.61 3.78 -2.88
H 6.75 1.75 -1.62
H 8.73 3.79 -0.53
H 9.11 2.04 -0.63
H 9.03 1.50 1.88
H 7.77 2.38 2.68
H 9.05 3.35 1.92
H 5.45 3.69 -2.13
H 5.85 3.69 -0.57
C -0.53 -0.96 -0.77
C -0.02 0.38 -1.22
C -0.60 1.54 -0.40
O -0.37 1.33 0.95
C -1.40 1.77 1.79
N 1.45 0.28 -1.33
H -0.21 -1.86 -1.40
H -1.61 -1.05 -0.78
H -0.22 -1.16 0.29
H -0.42 0.67 -2.24
H -1.68 1.60 -0.66
H -0.04 2.45 -0.72
H -1.48 2.89 1.77
H -1.19 1.32 2.74
H -2.31 1.39 1.40
H 1.78 1.19 -1.61
H 1.90 0.03 -0.43
C 6.04 -6.15 -3.23
C 5.19 -4.81 -3.16
C 5.65 -3.83 -2.09
O 5.35 -4.14 -4.39
H 5.81 -6.64 -2.29
H 7.14 -5.98 -3.21
H 5.71 -6.80 -4.03
H 4.13 -5.07 -3.04
H 5.12 -2.89 -2.07
H 6.73 -3.56 -2.24
H 5.65 -4.33 -1.13
H 5.07 -3.24 -4.23
C 2.44 -3.08 0.69
C 2.91 -4.49 0.50
C 3.98 -4.98 1.48
O 1.89 -5.45 0.64
H 1.66 -2.85 -0.05
H 3.30 -2.37 0.57
H 2.09 -2.96 1.74
H 3.27 -4.64 -0.55
H 4.80 -4.27 1.57
H 4.36 -5.91 1.10
H 3.50 -5.20 2.44
H 1.34 -5.40 -0.18
C 2.72 -2.66 5.51
C 1.82 -3.86 5.64
C 0.61 -3.62 6.67
O 1.20 -4.08 4.41
H 2.12 -1.88 5.05
H 3.58 -2.97 4.82
H 3.22 -2.39 6.45
H 2.39 -4.70 5.97
H -0.12 -2.86 6.28
H 1.09 -3.37 7.60
H -0.02 -4.45 6.88
H 0.44 -4.66 4.51
C -6.80 1.94 6.31
C -6.67 2.40 4.86
C -5.34 2.98 4.56
O -6.93 1.27 4.01
H -6.72 2.77 7.01
H -6.01 1.20 6.62
H -7.72 1.43 6.59
H -7.49 3.11 4.66
H -4.59 2.20 4.46
H -4.92 3.73 5.30
H -5.34 3.50 3.61
H -7.49 1.54 3.22
C -5.02 1.39 -0.13
C -6.36 1.18 -0.87
C -7.27 0.33 0.02
O -6.93 2.47 -1.24
H -4.23 1.92 -0.70
H -4.54 0.52 0.29
H -5.25 2.08 0.72
H -6.19 0.66 -1.82
H -8.19 0.06 -0.53
H -7.49 0.72 1.02
H -6.67 -0.58 0.13
H -7.47 2.86 -0.52
C -0.25 -5.86 -3.69
C -0.63 -4.85 -2.62
C -1.54 -5.46 -1.57
O 0.45 -4.40 -1.77
H 0.31 -5.38 -4.50
H -1.13 -6.31 -4.07
H 0.42 -6.68 -3.32
H -1.03 -3.99 -3.12
H -1.01 -6.26 -1.05
H -2.49 -5.83 -1.99
H -1.79 -4.71 -0.80
H 1.15 -3.91 -2.23
C -2.22 -1.55 3.75
C -3.69 -1.59 4.03
C -4.08 -0.97 5.36
O -4.35 -0.91 2.90
H -1.66 -2.01 4.60
H -1.78 -0.55 3.55
H -1.93 -2.15 2.88
H -3.97 -2.68 4.05
H -3.80 0.11 5.39
H -3.72 -1.63 6.18
H -5.14 -1.05 5.49
H -5.12 -0.49 3.30
C 2.10 5.30 -1.99
C 2.00 3.89 -2.61
C 0.70 3.62 -3.35
O 3.12 3.62 -3.44
H 3.01 5.53 -1.47
H 1.22 5.46 -1.36
H 2.23 6.06 -2.75
H 2.16 3.17 -1.76
H 0.62 4.18 -4.29
H -0.10 3.89 -2.68
H 0.53 2.58 -3.71
H 3.04 4.10 -4.28
C -3.44 -5.67 2.96
C -2.11 -6.22 3.29
C -1.19 -6.22 2.02
O -1.44 -5.57 4.36
H -3.86 -6.41 2.30
H -3.34 -4.75 2.35
H -4.16 -5.57 3.79
H -2.36 -7.32 3.52
H -0.92 -5.17 1.79
H -1.75 -6.66 1.20
H -0.18 -6.63 2.22
H -1.86 -5.88 5.18
C 1.04 4.70 7.41
C 0.39 3.39 7.03
C -0.56 3.44 5.84
O 1.33 2.34 6.89
H 1.53 4.53 8.32
H 0.31 5.51 7.50
H 1.71 5.02 6.62
H -0.27 3.13 7.83
H -1.25 2.63 5.75
H 0.07 3.61 4.99
H -1.07 4.38 5.94
H 1.86 2.36 7.67
C 4.41 0.04 2.82
C 2.89 0.02 2.84
C 2.21 0.72 4.04
O 2.49 0.65 1.61
H 4.70 -0.22 1.79
H 4.78 -0.70 3.51
H 4.83 1.01 2.99
H 2.48 -0.99 2.92
H 1.15 0.78 3.80
H 2.55 1.66 4.28
H 2.35 0.03 4.94
H 1.52 0.73 1.57
C -4.35 5.86 -0.02
C -2.97 5.69 -0.54
C -1.92 5.82 0.61
O -2.71 4.33 -1.03
H -4.40 6.89 0.45
H -4.62 5.01 0.65
H -5.05 5.82 -0.85
H -2.79 6.46 -1.33
H -2.20 5.06 1.34
H -1.94 6.73 1.17
H -0.90 5.67 0.25
H -3.32 4.18 -1.81